1.
{"formula": "C4H7N3", "method": "ωB97M-V/def2-TZVPD", "symbols": ["C", "N", "C", "C", "C", "N", "N", "H", "H", "H", "H", "H", "H", "H"], "positions_angstrom": [[-1.398072, 1.099929, -1.896128], [-0.811440, 0.950572, -0.589707], [-0.090095, -0.073024, -0.353810], [0.514853, -0.284935, 0.956063], [1.421130, -1.435211, 1.344174], [0.204041, 0.699417, 1.764351], [-0.187865, 1.628449, 2.272711], [-2.488235, 1.161149, -1.799935], [-1.150624, 0.284485, -2.595550], [-1.067434, 2.048539, -2.333550], [0.118687, -0.854902, -1.100400], [1.426353, -1.572066, 2.432921], [1.047467, -2.368114, 0.891514], [2.461234, -1.284288, 1.007344]], "forces_ev_per_a": [[-0.096, 0.035, -0.247], [0.265, -0.457, -0.025], [-0.148, 0.239, 0.041], [-0.015, -0.026, -0.148], [-0.117, 0.193, -0.009], [-0.063, 0.351, 0.361], [0.368, -0.705, -0.150], [0.146, -0.025, -0.030], [-0.021, 0.091, 0.110], [-0.044, -0.128, 0.026], [-0.063, 0.119, 0.052], [0.021, 0.016, -0.283], [0.127, 0.345, 0.171], [-0.360, -0.048, 0.130]], "homo_energy_ha": -0.2926, "charge": 0, "lumo_energy_ev": 0.94}

***

2.
{"formula": "C4H7N3", "method": "ωB97M-V/def2-TZVPD", "symbols": ["C", "C", "N", "C", "N", "C", "N", "H", "H", "H", "H", "H", "H", "H"], "positions_angstrom": [[0.978939, -0.576014, -0.677772], [1.119199, 0.832613, -0.159329], [0.187138, 0.899528, 0.960347], [-0.973859, 0.191545, 0.816976], [-2.036070, 0.352526, 1.495840], [-0.759865, -0.785211, -0.276783], [-1.438482, -1.579797, -0.973720], [-0.336600, -1.370879, -1.334057], [1.519406, -1.322499, -0.082708], [1.355146, -0.658880, -1.728008], [0.864240, 1.554852, -0.951203], [2.125255, 1.059061, 0.194561], [0.128889, 1.733592, 1.517993], [-2.733337, -0.330436, 1.197864]], "forces_ev_per_a": [[-0.585, 0.404, 0.834], [0.225, 0.223, 0.161], [-0.149, 0.256, 0.280], [-0.153, 0.169, 0.326], [0.130, -0.068, -0.128], [2.016, 0.655, 0.150], [2.330, 0.885, -0.348], [-2.860, -2.816, -2.135], [-0.153, 0.278, 0.050], [-0.917, -0.097, 0.546], [0.036, -0.114, 0.152], [-0.009, 0.048, 0.010], [0.043, 0.111, 0.059], [0.046, 0.064, 0.042]], "homo_energy_ha": -0.3337, "charge": 0, "lumo_energy_ev": 0.62}

***

Ordered frontier orbital gap results: 8.90; 9.70; unit eV.
Ordered E_tot results: -320.8065; -320.7526; unit hartree.
Ordered energy above the lowest of the compared OMol25 structures with the same formula, charge and spin results: 201.76; 343.12; unit kJ/mol.